Below is a cluster of 11 separate species, C42H83BCl20FN3O6PS2 in total, with properties calculated with wB97M-V/def2-TZVPD.

Last column: Löwdin charge in e.
Geometry (Å):
C 0.0879 -6.5002 -7.5285  -0.12
C -0.4521 -5.1938 -8.0831  -0.25
N 0.5755 -4.2260 -8.5189  -0.22
C -0.0749 -2.9893 -8.9752  -0.30
C 0.9103 -1.9129 -9.4379  -0.17
C 1.6078 -4.0263 -7.5695  -1.09
S 3.0129 -4.7940 -7.6712  0.77
S 1.3698 -2.7674 -6.2711  0.88
C 0.3894 -3.6483 -5.0160  -0.45
C 1.0416 -3.5164 -3.6257  -0.22
C 0.0319 -3.1296 -2.5339  -0.10
C -0.1040 -1.6082 -2.2061  -0.20
C 0.6869 -0.6515 -3.1146  -0.05
C 2.1251 -0.2364 -2.7850  -0.35
C 3.1537 -1.2028 -2.2463  -0.02
N 2.5165 0.9667 -3.0261  0.16
N -1.5941 -1.2883 -2.5124  0.07
C -2.0652 -1.0746 -3.8806  -0.08
C -2.3360 0.3922 -4.2336  -0.21
O -1.9920 0.6486 -5.5774  -0.04
C -2.3509 -1.2313 -1.4690  -0.17
C -3.8046 -0.9164 -1.4931  -0.04
C -4.0796 0.5871 -1.2303  -0.17
F -5.2624 0.9098 -1.8618  -0.02
C -1.5636 -1.5398 -0.2248  -0.34
C -1.9914 -0.7101 0.9851  -0.13
C -1.2294 -0.9524 2.2905  -0.19
O -0.4029 0.2011 2.4389  -0.08
P -2.0981 -3.2989 0.1463  0.81
O -3.3179 -3.3141 0.9838  -0.37
C -0.1094 -1.2214 -0.6951  -0.36
O -0.0072 0.1852 -0.7162  0.05
C 0.9512 -1.9421 0.1486  0.01
B 1.9953 -1.1589 1.0598  -0.67
O 2.4549 -1.9291 2.0938  0.10
O 2.4955 0.1093 0.8112  0.12
H -0.7080 -7.2412 -7.4879  0.08
H 0.5245 -6.4006 -6.5339  0.05
H 0.8852 -6.8698 -8.1757  0.00
H -1.0400 -5.4265 -8.9724  0.11
H -1.1274 -4.7043 -7.3661  0.11
H -0.6947 -3.2878 -9.8239  0.09
H -0.7672 -2.5993 -8.2171  0.09
H 0.6757 -1.6018 -10.4528  0.04
H 0.8619 -1.0308 -8.7976  0.00
H 1.9342 -2.2841 -9.4407  0.07
H 0.3289 -4.6946 -5.3100  0.06
H -0.6331 -3.2733 -5.0210  0.05
H 1.8710 -2.8259 -3.6924  0.06
H 1.4859 -4.4818 -3.3731  0.13
H 0.2366 -3.6826 -1.6132  0.11
H -0.9423 -3.4864 -2.8754  0.11
H 0.6917 -1.0553 -4.1287  0.10
H 0.1373 0.2876 -3.1501  0.11
H 3.9392 -1.3094 -2.9979  0.10
H 3.6206 -0.7644 -1.3630  0.09
H 2.7853 -2.1980 -2.0321  0.05
H 1.7698 1.5587 -3.3983  -0.02
H -2.9515 -1.6925 -4.0474  0.15
H -1.2981 -1.4385 -4.5604  0.11
H -1.7674 1.0625 -3.5894  0.12
H -3.3980 0.6176 -4.0722  0.12
H -2.1817 -0.1230 -6.1028  0.09
H -4.3238 -1.5186 -0.7440  0.13
H -4.2532 -1.1275 -2.4641  0.13
H -3.2704 1.2129 -1.6195  0.12
H -4.1681 0.7919 -0.1668  0.12
H -1.8106 0.3396 0.7515  0.13
H -3.0638 -0.8117 1.1404  0.11
H -0.6199 -1.8579 2.2781  0.11
H -1.9409 -1.0389 3.1130  0.14
H -0.2607 0.3891 3.3656  -0.02
H -0.9935 -3.9723 0.6852  0.04
H -2.2861 -3.8943 -1.1090  0.03
H 0.0037 0.5254 0.1777  0.09
H 1.5581 -2.5538 -0.5212  0.10
H 0.4917 -2.6529 0.8362  0.07
H 2.9038 -1.4318 2.7791  0.02
H 2.1886 0.7571 1.4403  0.00
Cl -0.6106 0.8493 -9.4963  0.62
C -0.9408 2.5866 -9.2406  -0.63
C -1.8674 2.8079 -8.0756  -0.66
Cl -3.5175 2.2141 -8.4091  0.54
H -1.3514 2.9863 -10.1632  0.07
H 0.0154 3.0659 -9.0406  0.08
H -1.9491 3.8722 -7.8630  0.08
H -1.5077 2.2972 -7.1878  0.04
Cl 3.0252 6.9766 -4.4809  0.54
C 3.5879 5.6447 -3.4394  -0.67
C 3.4170 4.2996 -4.0915  -0.64
Cl 1.6960 3.8588 -4.2717  0.55
H 3.0401 5.7028 -2.5030  0.07
H 4.6444 5.8146 -3.2421  0.08
H 3.8705 3.5218 -3.4788  0.07
H 3.8633 4.2760 -5.0813  0.07
Cl 2.9662 1.2461 3.5087  0.69
C 2.8411 1.8532 5.1889  -0.63
C 1.9489 1.0021 6.0450  -0.61
Cl 0.2399 1.1086 5.5440  0.61
H 2.4804 2.8758 5.1322  0.06
H 3.8446 1.8610 5.6008  0.03
H 1.9920 1.3690 7.0700  0.07
H 2.2368 -0.0428 6.0286  0.00
Cl 5.5893 3.9597 5.4836  0.57
C 4.9452 5.6009 5.7588  -0.64
C 4.6119 5.8235 7.2097  -0.65
Cl 3.2316 4.8141 7.7236  0.54
H 4.0635 5.7193 5.1351  0.07
H 5.7067 6.3054 5.4314  0.08
H 4.3272 6.8621 7.3650  0.08
H 5.4550 5.5872 7.8524  0.07
Cl -0.3628 3.5203 7.8608  0.52
C -1.8919 2.6590 8.1916  -0.69
C -2.8374 3.4943 9.0092  -0.69
Cl -2.2343 3.7391 10.6732  0.55
H -1.6480 1.7233 8.6880  -0.01
H -2.3453 2.4343 7.2273  0.04
H -3.7970 2.9932 9.0911  0.03
H -2.9945 4.4728 8.5648  0.05
Cl 2.7906 -2.3586 5.0876  0.62
C 3.8232 -3.2575 3.9390  -0.63
C 5.2478 -3.3332 4.4188  -0.64
Cl 6.0292 -1.7314 4.3922  0.56
H 3.7523 -2.7610 2.9784  0.03
H 3.4050 -4.2586 3.8521  0.09
H 5.8186 -3.9827 3.7581  0.08
H 5.3099 -3.7185 5.4326  0.07
Cl -3.6200 8.8415 10.7380  0.53
C -2.5209 7.6265 11.4459  -0.67
C -2.5329 7.6542 12.9505  -0.67
Cl -1.8070 9.1454 13.6045  0.54
H -1.5248 7.8138 11.0549  0.07
H -2.8556 6.6524 11.0975  0.03
H -1.9470 6.8193 13.3302  0.07
H -3.5451 7.5802 13.3381  0.07
Cl -2.3349 -0.7533 8.7990  0.57
C -1.1761 -1.9019 9.5251  -0.64
C -1.1668 -1.7991 11.0270  -0.66
Cl -0.5020 -0.2386 11.5685  0.55
H -0.1959 -1.6836 9.1103  0.07
H -1.4768 -2.9014 9.2179  0.07
H -0.5374 -2.5845 11.4409  0.07
H -2.1685 -1.8959 11.4363  0.07
Cl -4.5926 3.9441 5.7464  0.56
C -6.1368 3.1669 6.1940  -0.65
C -6.9831 4.0391 7.0825  -0.65
Cl -6.2764 4.2508 8.7044  0.58
H -5.9039 2.2210 6.6761  0.07
H -6.6717 2.9693 5.2673  0.07
H -7.9562 3.5717 7.2196  0.08
H -7.1248 5.0267 6.6527  0.07
Cl 1.0447 -7.0865 -10.6820  0.61
C 2.1205 -6.3963 -11.9211  -0.63
C 2.2834 -4.9114 -11.7240  -0.63
Cl 0.7724 -4.0192 -12.0467  0.61
H 1.7040 -6.6327 -12.8961  0.07
H 3.0874 -6.8851 -11.8203  0.08
H 3.0349 -4.5307 -12.4131  0.08
H 2.5854 -4.6875 -10.7035  0.03

Force components x, y, z for each atom (eV/Å):
0.34 0.09 -0.04
0.11 -0.27 -0.24
0.02 0.33 0.78
-0.11 -0.02 -0.38
-0.13 0.03 0.21
-0.40 -0.04 -0.51
0.19 -0.14 0.17
0.12 0.28 -0.03
0.10 -0.22 -0.19
-0.17 -0.39 -0.06
0.21 0.14 0.14
-1.17 0.10 -0.43
0.27 0.20 0.14
0.30 1.43 -0.11
0.22 0.27 -0.27
-0.43 -1.58 0.31
-0.05 0.21 0.31
0.02 -0.22 -0.16
-0.52 0.03 -0.14
0.36 0.39 0.65
0.49 0.13 -0.07
-0.20 0.20 0.01
0.30 -0.17 0.01
0.20 0.00 0.12
-0.30 -0.22 -0.36
-0.37 0.17 0.00
-0.22 0.41 -0.05
0.12 -0.36 -0.58
-0.56 -0.07 0.50
0.16 0.09 -0.09
0.33 -0.34 0.13
0.00 -0.16 -0.57
0.24 -0.01 -0.19
0.26 0.43 0.04
-1.23 0.53 -0.95
-0.58 -0.93 -0.50
-0.04 -0.01 0.04
-0.09 0.01 0.07
-0.16 -0.04 0.10
-0.02 0.13 -0.03
-0.05 -0.03 0.06
0.03 -0.08 0.12
0.09 0.04 0.15
0.06 0.03 0.00
0.20 -0.24 -0.01
0.05 -0.03 -0.04
-0.01 0.02 0.03
-0.03 0.02 0.00
0.05 0.09 0.06
-0.01 0.07 0.05
0.08 0.07 -0.05
0.00 -0.02 0.10
0.04 -0.02 -0.04
0.04 -0.07 -0.02
0.00 -0.01 0.02
-0.09 -0.07 -0.01
-0.08 -0.03 0.12
0.11 -0.17 0.11
0.04 0.07 0.05
0.09 0.01 0.12
0.15 0.00 -0.11
0.04 0.01 0.04
-0.24 -0.30 -0.55
0.08 -0.03 0.01
0.14 -0.08 -0.05
-0.17 0.00 -0.14
-0.18 0.02 0.06
-0.24 -0.02 -0.05
0.02 -0.21 0.05
-0.05 -0.05 0.07
0.08 0.03 0.03
0.36 0.11 0.62
0.14 -0.01 -0.12
0.20 -0.03 -0.15
0.32 0.16 0.54
0.12 -0.05 0.16
0.10 0.02 -0.20
0.09 0.70 0.12
0.05 0.54 0.37
-0.12 0.27 -0.01
-0.03 0.05 -0.04
0.03 0.08 0.07
0.00 -0.04 0.04
-0.03 -0.04 -0.03
0.02 -0.03 0.02
-0.01 0.02 -0.06
-0.04 -0.02 0.02
-0.01 0.00 0.00
0.02 0.03 0.04
0.16 -0.15 0.04
-0.21 0.18 -0.13
-0.03 0.01 0.00
0.02 0.00 -0.02
-0.03 0.00 0.03
-0.04 0.03 -0.04
0.18 -0.01 0.22
-0.12 0.10 0.10
0.09 0.06 0.17
-0.22 -0.18 -0.13
0.00 0.02 0.00
0.06 -0.06 -0.04
-0.07 0.06 -0.01
0.00 0.02 -0.06
0.12 0.02 -0.09
-0.05 0.03 -0.03
0.00 0.06 0.02
-0.02 -0.01 0.02
-0.01 -0.03 -0.02
0.05 -0.02 0.05
-0.05 0.00 -0.01
-0.01 -0.05 0.02
0.08 0.14 0.09
0.03 -0.12 -0.04
0.04 0.04 0.01
-0.01 0.02 0.03
0.06 0.15 0.04
-0.01 0.06 -0.03
-0.02 -0.07 0.00
0.01 0.03 0.00
-0.08 -0.08 0.07
0.55 -0.38 0.21
0.01 -0.09 0.13
-0.01 0.03 -0.01
0.54 -0.75 0.48
-0.02 0.00 0.04
0.00 0.01 -0.03
0.04 0.03 0.03
0.01 0.01 -0.01
0.01 -0.05 -0.09
0.00 -0.06 0.04
-0.01 0.01 0.01
0.01 0.05 0.00
-0.03 -0.04 0.02
0.03 0.00 -0.01
-0.02 0.04 0.01
-0.06 -0.16 -0.09
0.04 -0.06 -0.03
0.02 -0.02 0.05
0.00 0.02 0.01
0.01 0.05 -0.01
-0.06 0.00 0.02
0.03 0.01 0.00
-0.02 0.03 0.00
0.04 -0.02 0.03
-0.04 -0.07 -0.03
-0.10 0.04 0.01
-0.03 0.02 -0.01
0.03 0.01 0.02
0.00 0.02 -0.02
0.00 -0.02 0.01
0.04 0.03 0.00
-0.05 -0.19 -0.17
0.03 0.09 -0.03
0.14 0.04 0.01
0.02 -0.11 -0.20
-0.05 0.01 0.00
0.01 0.00 0.05
-0.03 0.01 -0.04
-0.06 0.00 0.05

Properties
Total charge: +1
Highest occupied orbital energy: -10.32 eV
Maximum force: 1.66 eV/Å
Total energy: -12731.9757 hartree

=====

Below is the ion C2H6NO2S with charge -1, with properties calculated with wB97M-V/def2-TZVPD.

Last column: natural (NBO) charge in e.
Geometry (Å):
C -0.9668 -1.6452 -1.3889  -0.44
N -0.5505 -0.5879 -0.4820  -0.96
S 0.4397 0.5849 -1.3378  2.17
C 1.8979 1.0815 -0.2065  -0.83
O 0.9470 0.0643 -2.6258  -1.03
O -0.0720 1.9164 -1.4606  -1.03
H -1.0481 -2.5221 -0.7935  0.16
H -0.2165 -1.7823 -2.1568  0.20
H -1.9812 -1.4919 -1.8290  0.13
H 2.2763 1.9827 -0.5394  0.21
H 1.3441 1.2174 0.7047  0.22
H 2.6395 0.2653 -0.2101  0.20

Force components x, y, z for each atom (eV/Å):
-0.18 1.05 -0.02
2.41 3.29 -1.42
0.15 -2.94 1.07
-1.71 -3.50 -0.46
0.07 -0.09 0.88
-1.66 1.60 0.01
-0.02 -1.13 0.50
-0.10 -0.39 -0.54
0.46 0.08 -0.11
0.67 1.74 -0.98
0.23 -0.13 0.71
-0.33 0.40 0.37

Properties
Total charge: -1
Highest occupied orbital energy: -3.19 eV
Maximum force: 4.32 eV/Å
Total energy: -683.2031 hartree
SMILES: CN=[S@@](C)(=O)[O-]
Relative energy (zero: lowest compared OMol25 entry of this formula, charge and spin): 76.9 kcal per mole